*P*
2 unconnected molecules or ions with the total composition C2H9N2O, computed with ωB97M-V with the def2-TZVPD basis set.

The calculation puts the LUMO energy at 4.7 eV. The HOMO-LUMO gap comes out at 7.643 eV. Its net charge is -1. As for the HOMO energy: -0.1095 Ha.

Geometry (Å):
O (0.7709, -0.0464, -0.7804)
N (-0.5824, 1.2517, 1.0251)
N (-1.1083, -1.0725, 0.8558)
C (-0.5621, -0.0239, 1.7451)
C (1.2594, 0.1124, -2.0721)
H (-0.5876, -1.0036, -0.0387)
H (1.1215, 1.1178, -2.5450)
H (2.3100, -0.1500, -2.1352)
H (-1.5443, 1.4865, 0.8059)
H (-1.0808, -1.9598, 1.2828)
H (-0.1624, 1.0628, 0.0784)
H (0.5640, -0.2796, 1.9473)
H (0.7597, -0.5414, -2.8259)
H (-1.1575, 0.0461, 2.6569)

***

*Q*
2 unconnected molecules or ions with the total composition C2H9N2O, computed with ωB97M-V with the def2-TZVPD basis set.

The calculation puts the LUMO energy at 4.6 eV. The HOMO-LUMO gap comes out at 7.340 eV. Its net charge is -1. As for the HOMO energy: -0.0998 Ha.

Geometry (Å):
O (-1.3503, -0.5432, -0.2228)
N (1.5379, -0.5919, -1.1291)
N (0.6522, 1.2186, 0.4269)
C (1.7927, 0.3096, 0.0290)
C (-2.3423, -0.4253, 0.7096)
H (0.5947, -0.9870, -0.9344)
H (2.0337, -0.4080, 0.8205)
H (-3.3627, -0.7515, 0.3547)
H (-2.1376, -0.8885, 1.7146)
H (-2.7210, 0.6338, 0.9032)
H (1.5306, -0.1865, -2.0342)
H (2.7121, 1.1875, -0.1766)
H (-0.2294, 0.7990, 0.1802)
H (0.3491, 1.2538, 1.4384)

***

Computed stability ranking, most favorable first: *P*, *Q*

***

*P*
A molecular structure, C42H32F6N3O8PV, computed with ωB97M-V with the def2-TZVPD basis set.

The calculation puts the LUMO energy (alpha / beta) at 2.0 / 2.0 eV. The HOMO-LUMO gap (alpha / beta) comes out at 7.493 / 7.500 eV. Its net charge is -1. The spin multiplicity is 3. As for the HOMO energy (alpha / beta): -0.2012 / -0.2011 Ha.

Geometry (Å):
V (-0.4845, -0.4729, 0.4264)
P (1.9881, 0.6694, -1.8051)
F (4.0042, -0.2157, 0.7306)
F (2.3128, 0.6549, 4.4431)
F (3.4449, -1.9405, 1.8940)
F (1.9255, -1.4260, 4.0520)
F (4.3646, -0.2371, 2.8624)
F (0.3609, 0.0365, 3.7659)
O (-2.2419, -5.5399, 5.1274)
O (-2.0895, 2.6971, -1.2800)
O (1.2321, -0.5891, 1.2636)
O (-4.2836, -4.7165, 4.5928)
O (-1.0077, 1.1544, 1.6836)
O (-4.4238, -1.5639, 0.4850)
O (-0.6320, 1.0932, -0.7563)
O (-2.4271, -0.6599, 0.0246)
N (-1.1811, -2.0746, 1.7239)
N (-0.0800, -1.7173, -1.3851)
N (0.8941, -0.1376, -2.8581)
C (-2.5169, -2.2271, 1.7496)
C (-2.3872, -3.8325, 3.5122)
C (-0.3233, 5.9592, 2.3086)
C (2.4979, 4.6895, -1.8936)
C (5.8535, -0.4391, -4.0956)
C (0.3738, 4.2839, -2.9381)
C (-1.1114, -3.6905, -2.3073)
C (4.2022, -0.8431, -2.3982)
C (-1.5538, 1.9640, -0.4783)
C (-5.6591, 2.3265, 0.9985)
C (-4.3292, 2.5043, 0.6532)
C (-1.0047, -3.7158, 3.4360)
C (0.3316, 5.2227, 1.3285)
C (-3.6812, 1.1337, 2.5029)
C (2.1976, 1.5423, 1.8797)
C (5.3491, -1.2310, -3.0721)
C (4.0462, 1.1168, -3.7745)
C (-3.1527, -3.0709, 2.6349)
C (-0.2760, -1.9958, -3.7559)
C (3.5328, 0.3314, -2.7461)
C (1.3390, 5.1720, -2.4922)
C (5.2021, 0.7346, -4.4434)
C (-2.0138, 4.2523, 2.4459)
C (-1.8595, 2.1320, 1.0412)
C (2.0898, 0.0334, 2.1246)
C (-1.4946, 5.4721, 2.8641)
C (-0.6873, -2.9187, -1.2581)
C (-1.3602, 3.5093, 1.4732)
C (-0.9211, -3.1915, -3.5953)
C (2.6792, 3.3251, -1.7430)
C (-3.3218, 1.8973, 1.3967)
C (1.7156, 2.4237, -2.2055)
C (1.6813, -0.1873, 3.6081)
C (-6.0093, 1.5503, 2.0931)
C (-0.4380, -2.8273, 2.5437)
C (-3.2349, -1.4347, 0.6842)
C (0.1716, -1.2800, -2.6275)
C (-0.1834, 4.0077, 0.9139)
C (0.5614, 2.9142, -2.8005)
C (3.4848, -0.6046, 1.9080)
C (-5.0137, 0.9549, 2.8471)
C (-3.0465, -4.7996, 4.5359)
H (-0.8466, -3.2501, -0.2429)
H (-2.9367, 3.8848, 2.8761)
H (0.0777, 6.9114, 2.6322)
H (1.0018, 0.0591, -3.8437)
H (-2.9499, 0.6197, 3.1172)
H (3.2536, 5.3772, -1.5343)
H (-7.0499, 1.3958, 2.3458)
H (-0.3995, -4.3297, 4.0887)
H (-0.0887, -1.5882, -4.7404)
H (-1.2473, 1.0292, 2.6088)
H (3.5786, 2.9543, -1.2608)
H (-5.2643, 0.3251, 3.6903)
H (-0.5489, 4.6512, -3.3671)
H (3.8229, -1.4498, -1.5832)
H (-4.2302, -3.1531, 2.6439)
H (5.5923, 1.3572, -5.2389)
H (0.6305, -2.6998, 2.4556)
H (-0.2244, 2.2334, -3.0960)
H (-6.4292, 2.7902, 0.3952)
H (1.2419, 5.5978, 0.8784)
H (-1.5995, -4.6348, -2.1206)
H (-4.0612, 3.1003, -0.2066)
H (3.0045, 1.9976, 2.4523)
H (2.3638, 1.6955, 0.8153)
H (6.7559, -0.7347, -4.6155)
H (-1.2662, -3.7432, -4.4602)
H (1.2552, 2.0113, 2.1509)
H (-2.0146, 6.0415, 3.6238)
H (3.5440, 2.0345, -4.0561)
H (5.8565, -2.1446, -2.7899)
H (1.1841, 6.2387, -2.5925)
H (0.3317, 3.4445, 0.1428)

***

*Q*
A molecular structure, C42H32F6N3O8PV, computed with ωB97M-V with the def2-TZVPD basis set.

The calculation puts the LUMO energy (alpha / beta) at 2.0 / 2.0 eV. The HOMO-LUMO gap (alpha / beta) comes out at 7.476 / 7.483 eV. Its net charge is -1. The spin multiplicity is 3. As for the HOMO energy (alpha / beta): -0.1999 / -0.1999 Ha.

Geometry (Å):
V (-0.8549, 0.5673, -0.6144)
P (-0.7857, -1.0826, 2.5408)
F (2.1096, 4.2083, 0.9595)
F (1.2300, 3.2099, -0.7371)
F (-1.5706, 3.9576, 2.1211)
F (-0.8085, 2.4753, 3.4831)
F (0.1527, 4.7969, 0.2713)
F (0.3144, 4.3009, 3.1422)
O (1.3184, -2.7755, -1.0041)
O (-3.2616, 6.0484, -4.4818)
O (-1.1361, -0.3315, -2.3429)
O (1.2777, 0.7340, -1.2376)
O (-1.6768, -0.2306, -4.5162)
O (0.0696, -1.1396, -0.1558)
O (-2.3240, 4.7322, -6.0627)
O (-0.5984, 1.8630, 0.7595)
N (-2.7793, -0.2825, 0.0362)
N (-2.1232, -1.8280, 1.7257)
N (-1.6657, 2.1069, -1.8959)
C (0.3235, 2.6554, 1.3994)
C (3.4538, -0.7121, 0.2239)
C (-1.1563, -1.9896, 5.2537)
C (-2.0355, 2.6593, -4.1882)
C (-0.4487, 3.3607, 2.5362)
C (1.5478, -2.2017, 3.4122)
C (2.4614, -4.3291, 2.7736)
C (1.7282, 0.4806, -4.0048)
C (-3.1427, -0.1035, 5.6962)
C (1.3533, -4.5585, 1.9756)
C (-1.7766, -1.9067, 6.4961)
C (-1.5205, -1.1303, 4.2251)
C (1.7596, -0.6501, -3.1952)
C (1.4560, 1.8219, 1.9963)
C (-2.3700, 3.9689, -3.8460)
C (4.3679, -0.4975, -1.9807)
C (-2.5156, -0.1793, 4.4654)
C (1.8186, -2.0040, -5.1865)
C (-4.0093, -2.3072, 0.3929)
C (0.4160, -2.4374, 2.6261)
C (3.2619, -0.5920, -1.1538)
C (1.8203, -1.8990, -3.8047)
C (1.7251, 0.3764, -5.3887)
C (0.9997, -1.6074, -0.9315)
C (-2.9314, -1.4376, 0.6963)
C (5.6507, -0.5113, -1.4389)
C (-2.7269, 5.0128, -4.9185)
C (-4.9661, -1.9214, -0.4978)
C (-3.7739, 0.0883, -0.8084)
C (-1.7213, 1.7607, -3.1952)
C (5.8332, -0.6264, -0.0729)
C (4.7249, -0.7295, 0.7637)
C (-4.8777, -0.6618, -1.0985)
C (2.5594, -3.1431, 3.4927)
C (1.8289, -0.5305, -1.6745)
C (-2.3857, 4.2915, -2.4956)
C (0.9503, 3.7354, 0.4679)
C (0.3362, -3.6156, 1.8992)
C (-2.0156, 3.3506, -1.5547)
C (-1.4914, 0.2910, -3.4412)
C (-2.7699, -0.9684, 6.7199)
C (1.7679, -0.8720, -5.9852)
H (-1.9924, 3.5630, -0.4961)
H (-2.6898, 5.2897, -2.2116)
H (-3.9126, 0.6392, 5.8607)
H (-4.0584, -3.2643, 0.8945)
H (-2.4244, -2.7127, 2.1107)
H (-5.7894, -2.5855, -0.7299)
H (-0.4885, -3.7781, 1.2187)
H (1.2898, -5.4581, 1.3784)
H (1.9560, 1.2915, 1.1898)
H (1.0246, 1.0897, 2.6753)
H (1.8545, -2.7839, -3.1866)
H (-3.6274, 1.0480, -1.2820)
H (6.5073, -0.4369, -2.0963)
H (4.8514, -0.8336, 1.8335)
H (2.5947, -0.8155, 0.8783)
H (-2.7959, 0.5160, 3.6813)
H (1.6701, 1.4863, -3.6011)
H (3.4305, -2.9465, 4.1050)
H (4.2401, -0.4205, -3.0528)
H (6.8319, -0.6427, 0.3447)
H (1.7431, -0.9624, -7.0630)
H (1.5816, 1.4346, -1.8257)
H (1.6588, 1.2727, -5.9903)
H (-1.4819, -2.5855, 7.2867)
H (1.6402, -1.2735, 3.9678)
H (1.8416, -2.9856, -5.6425)
H (3.2583, -5.0598, 2.8204)
H (-2.0417, 2.3561, -5.2255)
H (-0.3891, -2.7374, 5.0931)
H (-3.2521, -0.9035, 7.6868)
H (2.1875, 2.4293, 2.5287)
H (-5.6153, -0.2909, -1.7925)

***

Computed stability ranking, most favorable first: *P*, *Q*

***

*P*
2 unconnected molecules or ions with the total composition C11H16ClP, computed with ωB97M-V with the def2-TZVPD basis set.

The calculation puts the LUMO energy (alpha / beta) at -0.8 / 0.5 eV. The HOMO-LUMO gap (alpha / beta) comes out at 6.779 / 7.991 eV. As for the HOMO energy (alpha / beta): -0.2783 / -0.2766 Ha.

Geometry (Å):
Cl (2.0005, -3.6117, 1.3898)
P (0.4172, -2.7251, 0.5802)
C (1.1543, -0.7904, 2.4991)
C (-0.6772, -0.2953, -3.2116)
C (0.6852, 1.6060, -2.6024)
C (0.0085, 0.3601, -1.9275)
C (-1.1752, -0.8934, 1.9252)
C (-1.4317, 0.1324, 2.8680)
C (0.1250, -1.3351, 1.7609)
C (1.1146, -0.3366, -1.3677)
C (-0.3936, 0.6268, 3.5879)
C (-1.0300, 0.8720, -0.8489)
C (0.9274, 0.0563, 3.5124)
H (-1.8012, 1.3643, -1.3934)
H (1.7329, 0.6434, 3.8825)
H (-2.4223, 0.6335, 3.1291)
H (1.5597, -0.2091, -0.4181)
H (-1.9660, -1.4354, 1.4395)
H (-1.6499, 0.1631, -0.3542)
H (2.2312, -1.0676, 2.2635)
H (-0.9899, -1.3606, -3.0108)
H (1.7149, -0.9607, -2.0872)
H (1.2901, 1.2590, -3.4025)
H (-0.0603, 2.3027, -2.9426)
H (-0.1063, -0.2808, -4.1314)
H (-0.4936, 1.5390, -0.2157)
H (-1.4913, 0.4298, -3.5251)
H (-0.6803, 1.1873, 4.5498)
H (1.4073, 2.1261, -1.9490)

***

*Q*
2 unconnected molecules or ions with the total composition C11H16ClP, computed with ωB97M-V with the def2-TZVPD basis set.

The calculation puts the LUMO energy (alpha / beta) at -2.2 / -2.2 eV. The HOMO-LUMO gap (alpha / beta) comes out at 5.965 / 5.964 eV. As for the HOMO energy (alpha / beta): -0.2992 / -0.2992 Ha.

Geometry (Å):
Cl (3.2559, -1.3331, -1.7251)
P (0.3561, 0.5236, -1.0001)
C (2.8922, 0.9018, 2.1447)
C (-0.3686, 1.6593, -2.0575)
C (-1.4717, -1.1807, -2.1918)
C (-1.9357, -0.6539, 0.1711)
C (0.4368, 2.1348, 1.4035)
C (0.9798, 1.1697, 0.5931)
C (2.1846, 0.5806, 0.9710)
C (2.3171, 2.0015, 2.8842)
C (-0.8152, -0.8803, -0.8014)
C (0.0874, -2.1244, -0.4276)
C (1.1380, 2.5451, 2.5123)
H (3.7445, 0.4295, 2.5714)
H (-0.6449, -1.1645, -2.9249)
H (-1.1078, 1.3183, -2.6485)
H (-1.9111, -2.2899, -2.1186)
H (0.6730, 3.3328, 3.1690)
H (-2.7322, -1.3975, -0.2025)
H (0.9193, -1.8315, 0.3380)
H (2.7094, -0.0555, 0.1939)
H (-2.2714, -0.4262, -2.2220)
H (0.6183, -2.5113, -1.3820)
H (-0.6253, 2.3639, 1.2506)
H (-2.1782, 0.3978, 0.1069)
H (0.1776, 2.4342, -2.6732)
H (2.8854, 2.3119, 3.6900)
H (-0.5170, -2.9191, -0.0547)
H (-1.7026, -1.1933, 1.1527)

***

Computed stability ranking, most favorable first: *P*, *Q*

***

*P*
A single C3H5N5 molecule, computed with ωB97M-V with the def2-TZVPD basis set.

The calculation puts the LUMO energy at -0.3 eV. The HOMO-LUMO gap comes out at 7.749 eV. Its SMILES is N/N=c1/cc[nH]nn1. As for the HOMO energy: -0.2966 Ha.

Geometry (Å):
N (-1.4378, -0.3352, 2.2870)
N (1.5857, 0.8692, -1.1450)
N (0.9352, 1.6018, 0.0519)
N (-0.0818, 1.1166, 0.7451)
N (-1.3828, -0.7825, 1.0629)
C (0.7764, -0.1498, -1.7776)
C (-0.5624, -0.1447, 0.2833)
C (-0.2714, -0.7563, -1.2499)
H (-0.5840, 0.1944, 2.7671)
H (1.7918, 1.7432, -1.8156)
H (1.2685, -0.3967, -2.7522)
H (-0.4427, -1.7724, -1.4203)
H (-1.5946, -1.1875, 2.9633)

***

*Q*
A molecular structure, C3H5N5, computed with ωB97M-V with the def2-TZVPD basis set.

The calculation puts the LUMO energy at 0.4 eV. The HOMO-LUMO gap comes out at 10.633 eV. As for the HOMO energy: -0.3772 Ha.

Geometry (Å):
N (-0.6737, 0.8838, -1.2720)
N (-1.1629, 0.0364, 2.2614)
N (0.5529, -0.6495, -0.3757)
N (-0.1559, 0.0798, -2.2677)
N (0.6605, -0.7274, -1.7215)
C (-0.0972, 0.5138, 1.3936)
C (-0.3092, 0.3994, -0.1819)
C (1.0998, -0.4181, 1.0526)
H (-1.2222, -1.1203, 2.2923)
H (1.1547, -1.3481, 1.6228)
H (2.0865, 0.0958, 1.1461)
H (0.1598, 1.5353, 1.6642)
H (-0.8851, 0.5038, 3.3177)

***

*R*
A single C3H5N5 molecule, computed with ωB97M-V with the def2-TZVPD basis set.

The calculation puts the LUMO energy at 1.0 eV. The HOMO-LUMO gap comes out at 9.545 eV. Its SMILES is [H]/N=C/N=c1\[nH]cn[nH]1. As for the HOMO energy: -0.3130 Ha.

Geometry (Å):
N (-0.8638, -1.3287, -0.0643)
N (1.5384, -1.1150, 0.0486)
N (0.5230, 0.7473, -0.0350)
N (-1.9314, 0.8060, 0.0437)
N (2.5192, -0.1681, -0.0015)
C (0.2485, -0.6956, -0.0421)
C (1.8298, 0.8708, -0.0307)
C (-1.9683, -0.5014, -0.0344)
H (-2.8838, -1.0690, 0.0553)
H (1.9173, -2.1217, 0.0828)
H (-2.8991, 1.2904, -0.0135)
H (2.2892, 1.8702, -0.1264)
H (-0.3190, 1.4148, 0.1176)

***

Computed stability ranking, most favorable first: *R*, *Q*, *P*